# C19H24N6O

One molecule with the formula C19H24N6O (ωB97M-V/def2-TZVPD, OMol25).

The energy above the lowest of the compared OMol25 structures with the same formula, charge and spin comes out at 10.9 kcal/mol. The calculation puts the total energy at -1142.19644 Eh.

Element x y z (Å)
N -0.53 -3.13 -4.51
N 3.60 -0.47 2.88
N 1.65 0.36 1.88
N 1.45 -1.72 -1.74
O 3.53 4.35 4.59
C -1.84 -2.93 -4.54
C 2.73 1.49 3.77
C 2.11 2.73 3.54
C 2.59 0.38 2.83
C 3.60 -1.47 2.00
C 1.17 -2.38 -2.82
C 1.73 -0.59 0.94
C 0.46 -1.10 -1.10
C 2.66 -1.57 0.97
C -0.86 -1.06 -1.63
C -0.09 -2.41 -3.40
C -1.13 -1.75 -2.77
N 0.65 -0.51 0.11
N -2.26 -2.04 -3.54
C -2.70 -3.57 -5.62
C 1.60 3.50 5.76
C 1.47 5.15 3.91
C -3.75 -0.03 -3.49
C -4.16 -1.89 -1.87
C 2.20 3.94 4.44
C -3.64 -1.54 -3.28
H 4.04 3.57 4.79
H 3.39 1.34 4.60
H 1.50 2.77 2.68
H 4.42 -2.18 2.01
H 2.01 -2.97 -3.25
H 2.77 -2.39 0.26
H -1.67 -0.53 -1.15
H 0.12 0.30 0.25
H -3.34 -2.84 -6.08
H -2.00 -3.88 -6.43
H -3.30 -4.43 -5.31
H 0.57 3.27 5.67
H 1.73 4.28 6.51
H 2.14 2.61 6.13
H 1.52 5.98 4.63
H 0.40 4.91 3.68
H 1.94 5.47 2.97
H -4.79 0.28 -3.46
H -3.17 0.53 -2.76
H -3.33 0.20 -4.46
H -5.24 -1.81 -1.87
H -3.74 -1.23 -1.13
H -3.91 -2.91 -1.61
H -4.28 -2.10 -3.98

These are the natural (NBO) partial charges, in e, on atoms 1 to 6:
1. N -0.453
2. N -0.487
3. N -0.502
4. N -0.479
5. O -0.704
6. C 0.411